Density functional theory data (the ωB97M-V functional and the def2-TZVPD basis) for 10 unconnected molecules or ions with the total composition C33H66BNO14 in a non-equilibrium geometry.

Properties
Structure (SMILES): [H]/N=C(/C)COC(=O)OB(O)OCC.CC(C)=O.CC(C)=O.CC(C)=O.CC(C)=O.CC(C)=O.CC(C)=O.CC(C)=O.CC(C)=O.CC(C)=O

Geometry as ORCA input:
```
! wB97M-V def2-TZVPD RIJCOSX def2/J DEFGRID3
* xyz 0 1
H 0.71 0.47 1.88
N 0.86 0.84 0.95
C -0.19 1.45 0.55
C -0.25 2.09 -0.79
C -1.43 1.51 1.43
O -2.05 0.21 1.47
C -3.41 0.23 1.59
O -3.98 0.26 2.67
O -4.06 0.13 0.41
B -4.39 1.30 -0.33
O -3.49 1.78 -1.23
O -5.60 1.90 -0.12
C -5.76 2.64 1.09
C -7.11 2.29 1.71
H -0.39 3.16 -0.69
H 0.64 1.85 -1.36
H -1.11 1.68 -1.32
H -2.13 2.27 1.11
H -1.10 1.76 2.44
H -3.39 1.21 -2.01
H -4.98 2.44 1.82
H -5.76 3.71 0.91
H -7.03 1.45 2.40
H -7.60 3.14 2.16
H -7.75 1.94 0.90
C 4.65 -3.24 0.62
C 4.42 -1.80 0.24
C 3.35 -1.05 0.99
O 5.07 -1.27 -0.64
H 5.44 -3.66 0.00
H 4.93 -3.31 1.67
H 3.73 -3.81 0.47
H 3.59 -1.03 2.05
H 2.39 -1.53 0.85
H 3.29 -0.03 0.62
C 10.04 0.04 1.76
C 8.55 0.28 1.65
C 7.81 -0.45 0.56
O 7.98 1.03 2.41
H 10.44 0.62 2.58
H 10.23 -1.02 1.95
H 10.53 0.33 0.83
H 7.92 -1.53 0.70
H 8.22 -0.18 -0.41
H 6.77 -0.19 0.59
C 0.91 -2.84 -1.25
C -0.31 -1.96 -1.32
C -1.56 -2.49 -0.67
O -0.27 -0.88 -1.86
H 1.74 -2.35 -1.74
H 1.17 -3.04 -0.21
H 0.71 -3.80 -1.74
H -1.38 -2.67 0.39
H -1.86 -3.43 -1.14
H -2.36 -1.77 -0.78
C -2.57 -1.36 -5.02
C -3.60 -0.91 -4.02
C -4.75 -1.84 -3.75
O -3.51 0.15 -3.46
H -1.80 -0.60 -5.11
H -2.11 -2.30 -4.68
H -3.03 -1.53 -5.99
H -4.37 -2.80 -3.37
H -5.30 -2.03 -4.67
H -5.42 -1.40 -3.02
C -4.58 8.60 1.33
C -4.72 7.19 0.81
C -6.02 6.84 0.13
O -3.83 6.38 0.92
H -3.60 8.73 1.79
H -4.69 9.31 0.51
H -5.36 8.80 2.07
H -6.17 7.48 -0.74
H -6.85 6.97 0.82
H -5.99 5.80 -0.20
C -2.96 -7.48 -0.01
C -3.30 -6.07 -0.40
C -4.46 -5.42 0.32
O -2.67 -5.47 -1.25
H -2.11 -7.83 -0.60
H -2.70 -7.53 1.05
H -3.81 -8.14 -0.19
H -4.26 -5.39 1.39
H -5.37 -6.00 0.15
H -4.60 -4.41 -0.05
C 3.69 -1.75 -5.28
C 5.05 -1.14 -5.02
C 5.18 -0.30 -3.77
O 5.98 -1.33 -5.77
H 3.72 -2.33 -6.20
H 3.41 -2.40 -4.45
H 2.94 -0.96 -5.37
H 4.96 -0.91 -2.89
H 4.49 0.54 -3.81
H 6.20 0.07 -3.70
C 13.45 2.67 1.28
C 12.76 4.01 1.45
C 11.37 3.97 2.03
O 13.29 5.04 1.14
H 14.44 2.83 0.86
H 13.55 2.18 2.25
H 12.87 2.03 0.62
H 11.39 3.52 3.03
H 10.71 3.37 1.39
H 10.97 4.98 2.10
C -7.83 -1.73 3.78
C -9.19 -1.09 3.59
C -10.39 -1.87 4.08
O -9.31 -0.01 3.07
H -7.06 -1.07 3.39
H -7.65 -1.90 4.84
H -7.79 -2.68 3.26
H -10.30 -2.05 5.15
H -10.44 -2.83 3.57
H -11.29 -1.30 3.88
*
```

=====

Density functional theory data (the ωB97M-V functional and the def2-TZVPD basis) for a molecular structure, C20H19AsCl3NOTi in a non-equilibrium geometry.

Geometry as ORCA input:
```
! wB97M-V def2-TZVPD RIJCOSX def2/J DEFGRID3
* xyz 2 1
Ti -0.27 -0.11 0.01
Cl 2.43 -1.20 6.30
C 1.52 -0.73 4.93
C 1.85 -1.26 3.68
C 1.11 -0.86 2.59
Cl 1.47 -1.57 1.01
C 0.06 0.05 2.68
O -0.64 0.45 1.58
C -0.26 0.56 3.95
Cl -1.55 1.67 4.06
C 0.47 0.17 5.06
H 2.67 -1.96 3.59
H 0.22 0.57 6.03
C -2.67 -3.65 0.39
C -3.31 -3.65 -0.84
C -2.98 -2.69 -1.78
C -2.02 -1.74 -1.48
N -1.38 -1.77 -0.29
C -1.71 -2.69 0.63
C -1.69 -0.58 -2.33
C -1.97 -0.54 -3.69
C -1.77 0.63 -4.40
C -1.31 1.77 -3.76
C -1.00 1.73 -2.41
C -1.16 0.56 -1.67
H -2.92 -4.37 1.16
H -4.07 -4.39 -1.07
H -3.50 -2.65 -2.73
H -1.19 -2.67 1.58
H -2.34 -1.42 -4.20
H -1.99 0.66 -5.46
H -1.20 2.70 -4.31
H -0.64 2.63 -1.93
C 3.25 1.38 0.82
As 1.68 1.54 -0.32
C 1.49 3.50 -0.32
C 2.45 1.13 -2.06
H 4.00 2.10 0.48
H 3.68 0.38 0.76
H 2.99 1.60 1.86
H 1.98 3.91 -1.20
H 1.96 3.88 0.58
H 0.44 3.80 -0.32
H 1.85 1.57 -2.86
H 2.48 0.05 -2.20
H 3.47 1.52 -2.12
*
```

=====

Number 1: E_tot -66125.0144 eV. Number 2: E_tot -146092.6321 eV.